This record from OMol25 describes one molecule with the formula C5H8F3O4P. The level of theory is ωB97M-V with the def2-TZVPD basis set.

```
21
Properties=species:S:1:pos:R:3
C 0.4607 2.3299 -0.9091
O -0.3729 2.6869 0.2013
C -0.8540 1.7406 0.9142
O -1.7621 1.7357 1.6767
O -0.2043 0.4697 0.6642
P -1.3023 -0.6958 1.0840
C -2.8680 -0.2078 0.9099
C -3.2958 0.1872 -0.4908
F -4.1985 1.1350 -0.4186
F -2.2514 0.6314 -1.2144
F -3.8897 -0.8281 -1.1978
O -0.8484 -1.9040 0.1877
C 0.5447 -2.0396 -0.1504
H -0.0991 1.9771 -1.7384
H 0.9968 1.5484 -0.4867
H 1.0165 3.2541 -0.9157
H -0.8926 -1.0083 2.4511
H -3.6788 -0.7497 1.5506
H 1.1649 -2.4803 0.6539
H 1.0833 -1.0880 -0.3763
H 0.6837 -2.6380 -0.9641
```

The value obtained for the calculated total energy is -1137.172917 Eh. Its multiplicity is 1. The calculation puts the LUMO energy at 0.019 Eh. Its structure (SMILES) is COC(=O)O[P@@H](=CC(F)(F)F)OC. The HOMO energy comes out at -0.287 hartree. Its frontier orbital gap is 8.342 eV. The calculation puts the energy above the lowest of the compared OMol25 structures with the same formula, charge and spin at 0.6923 eV.

=====

This record from OMol25 describes one molecule with the formula C5H8F4N2O. The level of theory is ωB97M-V with the def2-TZVPD basis set.

```
20
Properties=species:S:1:pos:R:3
N -2.0290 1.9240 0.3892
C -1.2760 0.8666 -0.0707
F -1.2932 0.8516 -1.4787
N 0.1394 0.9931 0.4064
C 0.9554 0.0092 -0.3471
C 2.4436 0.1511 -0.0688
F 2.9658 1.3299 -0.0424
F 2.7484 -0.4733 1.1434
F 3.1572 -0.4979 -1.0208
C 0.4115 -1.3419 0.1378
C -1.1692 -1.4658 0.0090
O -1.8803 -0.2882 0.3999
H -1.6942 2.8022 0.0433
H -2.9597 1.6255 -0.0153
H 0.1804 1.0075 1.3613
H 0.7673 0.3198 -1.3979
H 0.4499 -1.4420 1.1947
H 0.8721 -2.2062 -0.2997
H -1.3551 -1.8045 -1.0015
H -1.4343 -2.3604 0.6581
```

The value obtained for the calculated total energy is -779.543055 Eh. Its multiplicity is 1. The calculation puts the LUMO energy at 0.032 Eh. Its structure (SMILES) is N[C@@]1(F)N[C@@H](C(F)(F)F)CCO1. The HOMO energy comes out at -0.361 hartree. Its frontier orbital gap is 10.696 eV. The calculation puts the energy above the lowest of the compared OMol25 structures with the same formula, charge and spin at 0.0929 eV.

=====

This record from OMol25 describes an isolated ion of composition C5H8F5N3P and charge +1. The level of theory is ωB97M-V with the def2-TZVPD basis set.

```
22
Properties=species:S:1:pos:R:3
C 2.1695 0.5436 1.2901
N 1.0720 0.2084 0.4185
C 0.0551 1.0042 0.4283
F 0.0944 2.0552 1.1828
C -1.1863 0.5290 -0.3327
C -2.0999 1.7388 -0.5126
F -0.5834 0.0748 -1.5299
C -1.5935 -0.9324 0.3314
F -2.5175 -1.3934 -0.5230
F -2.1386 -0.5480 1.5573
N -0.6265 -1.8764 0.4693
P 0.7615 -1.5031 -0.1548
N 1.2181 -1.8634 -1.6623
F 1.8272 -2.2806 0.6610
H 2.5138 1.5287 1.1720
H 2.0332 0.1448 2.2178
H 2.9599 -0.0258 1.0394
H -2.7668 1.8037 0.3021
H -1.5956 2.7398 -0.4265
H -2.5776 1.5699 -1.3990
H 2.1602 -1.9483 -1.9990
H 0.8207 -1.5696 -2.5306
```

The value obtained for the calculated total energy is -1200.023578 Eh. Its multiplicity is 1. The calculation puts the LUMO energy at -0.184 Eh. Its structure (SMILES) is C[N+]1=C(F)[C@@](C)(F)C(F)(F)N=[P@]1(N)F. The HOMO energy comes out at -0.541 hartree. Its net charge is +1. Its frontier orbital gap is 9.720 eV. The calculation puts the energy above the lowest of the compared OMol25 structures with the same formula, charge and spin at 1.6016 eV.

=====

This record from OMol25 describes one molecule with the formula C5H8FNO. The level of theory is ωB97M-V with the def2-TZVPD basis set.

```
16
Properties=species:S:1:pos:R:3
O -2.5353 -0.7417 -0.3595
C -1.1402 -0.5437 -0.4323
C -0.2982 -0.6107 0.8732
C 1.1839 -0.8455 0.5997
N 1.6403 0.1211 -0.3909
C 0.7173 1.2226 -0.4235
C -0.5499 0.7040 0.1955
F -1.4209 1.6192 0.6582
H -2.9781 0.1157 -0.4072
H -0.6686 -0.8275 -1.3361
H -0.7497 -1.0299 1.7645
H 1.4428 -1.8585 0.2934
H 1.8191 -0.6207 1.5265
H 1.7801 -0.2918 -1.3048
H 0.6063 1.5344 -1.4552
H 1.1510 2.0530 0.1987
```

The value obtained for the calculated total energy is -425.120568 Eh. Its multiplicity is 1. The calculation puts the LUMO energy at 0.033 Eh. Its structure (SMILES) is O[C@@H]1[C@H]2CNC[C@@]12F. The HOMO energy comes out at -0.334 hartree. Its frontier orbital gap is 10.005 eV. The calculation puts the energy above the lowest of the compared OMol25 structures with the same formula, charge and spin at 2.3002 eV.

=====

This record from OMol25 describes one molecule with the formula C5H8FNO. The level of theory is ωB97M-V with the def2-TZVPD basis set.

```
16
Properties=species:S:1:pos:R:3
N 0.1920 1.7808 -0.7860
C -0.6541 1.1467 0.1467
C 0.0785 0.1726 1.1510
O 1.4155 -0.0236 0.8868
C 1.6408 -0.7695 -0.4565
C 0.2148 -1.2701 -0.6777
C -0.7930 -0.3491 -0.0462
F -2.0560 -0.8231 -0.0083
H 0.4769 2.5997 -0.2677
H -0.3134 2.4075 -1.5363
H -1.4222 1.7773 0.6915
H -0.1788 0.0582 2.1558
H 2.2890 -1.4205 -0.1412
H 2.1055 -0.0984 -1.2080
H 0.0461 -1.5641 -1.8249
H -0.0899 -2.2127 -0.0902
```

The value obtained for the calculated total energy is -425.056960 Eh. Its multiplicity is 1. The calculation puts the LUMO energy at 0.034 Eh. Its structure (SMILES) is N[C@@H]1[C@@H]2OCC[C@]12F. The HOMO energy comes out at -0.318 hartree. Its frontier orbital gap is 9.588 eV. The calculation puts the energy above the lowest of the compared OMol25 structures with the same formula, charge and spin at 4.0311 eV.

=====

This record from OMol25 describes one molecule with the formula C5H8FNO2. The level of theory is ωB97M-V with the def2-TZVPD basis set.

```
17
Properties=species:S:1:pos:R:3
N -0.2246 -0.9771 1.6813
C -0.0896 -0.3884 0.3904
C -0.4900 -1.3433 -0.6669
O -0.4469 -2.6109 -0.5396
O -0.9225 -0.7524 -1.8606
C -0.6476 1.1030 0.2112
C 0.6963 1.4579 -0.4537
F 1.2278 2.6624 -0.0973
C 1.2917 0.2211 0.1169
H -1.3127 -1.0789 2.1142
H 0.0089 -1.8342 1.7441
H -1.2055 -1.4263 -2.4385
H -1.4691 1.3174 -0.3407
H -0.8185 1.7894 0.9526
H 0.6040 1.5590 -1.4634
H 2.0368 -0.2358 -0.3918
H 1.7616 0.5371 1.0418
```

The value obtained for the calculated total energy is -500.343932 Eh. Its multiplicity is 1. The calculation puts the LUMO energy at 0.023 Eh. Its structure (SMILES) is N[C@]1(C(=O)O)C[C@H](F)C1. The HOMO energy comes out at -0.364 hartree. Its frontier orbital gap is 10.526 eV. The calculation puts the energy above the lowest of the compared OMol25 structures with the same formula, charge and spin at 1.7898 eV.

=====

This record from OMol25 describes C5H8FO4Sm as an isolated structure. The level of theory is ωB97M-V with the def2-TZVPD basis set.

```
19
Properties=species:S:1:pos:R:3
C -1.9098 -0.2525 3.0614
O -0.8488 -0.1384 2.1674
Sm 1.6209 0.0192 2.0459
C -2.6554 -1.5745 2.9482
H -1.5722 -0.1237 4.1088
H -2.6213 0.5817 2.8886
H -3.5060 -1.6013 3.6456
H -3.0454 -1.7208 1.9300
H -1.9880 -2.4159 3.1878
C -0.7859 1.0576 0.0363
O -1.4553 2.1920 0.3540
C -2.7406 2.1637 -0.1959
C -2.8904 0.7263 -0.6784
O -1.5394 0.2694 -0.7290
O 0.4460 1.0554 -0.0447
F -2.7748 3.0473 -1.2457
H -3.4635 2.4935 0.5569
H -3.4368 0.1151 0.0504
H -3.3363 0.6634 -1.6750
```

The value obtained for the calculated total energy is -1254.039438 Eh. Its multiplicity is 8. The calculation puts the LUMO energy (spin up / spin down) at 0.013 / 0.012 Eh. The HOMO energy (spin up / spin down) comes out at -0.180 / -0.320 hartree. Its frontier orbital gap (spin up / spin down) is 5.242 / 9.021 eV. The calculation puts the energy above the lowest of the compared OMol25 structures with the same formula, charge and spin at 0.0000 eV.

=====

This record from OMol25 describes C5H8FO4Sm as an isolated structure. The level of theory is ωB97M-V with the def2-TZVPD basis set.

```
19
Properties=species:S:1:pos:R:3
C -0.0963 -0.9385 -1.4805
O 0.1387 -0.9231 -0.0697
C 1.1948 -0.9904 -2.2613
H -0.7059 -1.8357 -1.6395
H -0.7311 -0.0853 -1.7543
H 0.9555 -0.9739 -3.3327
H 1.8478 -0.1345 -2.0436
H 1.7487 -1.9100 -2.0340
C 1.0082 -0.4198 1.1629
O -0.8498 0.5904 1.5932
C -0.8085 1.1256 0.4096
C 0.5820 1.6651 0.1708
O 1.4819 0.8004 0.8615
O 1.2586 -0.9920 2.2001
F -4.3473 -0.7666 4.5363
H -1.6948 1.7063 0.1165
H 0.7671 1.6830 -0.9129
H 0.6828 2.6845 0.5659
Sm -2.4327 -0.2855 3.9118
```

The value obtained for the calculated total energy is -1253.305508 Eh. Its multiplicity is 6. The calculation puts the LUMO energy (spin up / spin down) at -0.495 / -0.361 Eh. The HOMO energy (spin up / spin down) comes out at -0.610 / -0.656 hartree. Its net charge is +2. Its frontier orbital gap (spin up / spin down) is 3.133 / 8.025 eV.

=====

This record from OMol25 describes C5H8I2 as an isolated structure. The level of theory is ωB97M-V with the def2-TZVPD basis set.

```
15
Properties=species:S:1:pos:R:3
C -1.0566 -0.0105 1.2731
C -0.5243 0.0137 -0.1413
C -1.9886 0.0999 0.1176
C 0.0832 -1.2262 -0.7524
C 0.2041 1.2752 -0.5546
I -3.3766 -1.8056 -0.0360
I -3.1490 1.8344 -0.2547
H -1.0364 -0.9457 1.8140
H -0.9028 0.8522 1.9060
H -0.4000 -2.1333 -0.3982
H 1.1422 -1.2747 -0.4987
H -0.0048 -1.1846 -1.8379
H 0.1884 1.4046 -1.6347
H 1.2414 1.2014 -0.2293
H -0.2289 2.1585 -0.0911
```

The value obtained for the calculated total energy is -790.656324 Eh. Its multiplicity is 1. The calculation puts the LUMO energy at -0.019 Eh. The HOMO energy comes out at -0.337 hartree. Its frontier orbital gap is 8.651 eV. The calculation puts the energy above the lowest of the compared OMol25 structures with the same formula, charge and spin at 0.0000 eV.

=====

This record from OMol25 describes a 2-piece molecular cluster, C5H8INO2 overall. The level of theory is ωB97M-V with the def2-TZVPD basis set.

```
17
Properties=species:S:1:pos:R:3
C 1.0293 -1.8167 0.0248
C -1.3465 1.1656 -0.5780
C -0.4128 0.0755 -1.1324
C -1.5440 0.7762 0.8913
C 0.2044 -0.5260 0.0893
N -0.3858 -0.0645 1.1561
O 2.2293 -1.9164 0.0328
O 0.0290 -2.5446 -0.0534
I 4.4901 0.7734 0.0728
H -0.8588 2.1385 -0.6458
H -2.2884 1.2131 -1.1191
H -0.9540 -0.6970 -1.6822
H 0.3565 0.4729 -1.7965
H -1.5411 1.6362 1.5626
H -2.4652 0.2058 1.0482
H -0.1450 -0.3529 2.0929
H 3.6030 -0.5389 0.0368
```

The value obtained for the calculated total energy is -698.232172 Eh. Its multiplicity is 1. The calculation puts the LUMO energy at 0.013 Eh. The HOMO energy comes out at -0.347 hartree. Its frontier orbital gap is 9.805 eV. The calculation puts the energy above the lowest of the compared OMol25 structures with the same formula, charge and spin at 0.0000 eV.

=====

This record from OMol25 describes C5H8InO6 as an isolated structure. The level of theory is ωB97M-V with the def2-TZVPD basis set.

```
20
Properties=species:S:1:pos:R:3
O 0.2640 2.1020 -2.2706
C 0.5260 0.9683 -1.6782
O 2.2100 -0.0711 -0.2782
C 2.2294 -1.3567 -0.2719
C 2.0288 0.7216 -1.4677
O 2.9691 -1.9966 -1.1161
O 1.4802 -2.0642 0.3990
H 0.0982 0.1429 -2.3013
H 2.4602 0.2381 -2.3522
H 2.5434 1.6715 -1.2803
O -2.8232 1.3264 0.8025
C -1.9835 0.3560 0.7844
C -1.7821 -0.2602 2.1384
O -1.0805 -1.3890 2.2054
H -3.1784 1.5597 -0.0742
H -0.3262 0.7181 -0.6597
H -2.7506 -0.4376 2.6793
H -1.3414 0.4864 2.8511
In 0.5640 -2.3478 1.9267
H -2.1077 -0.3677 -0.0365
```

The value obtained for the calculated total energy is -834.505674 Eh. Its multiplicity is 2. The calculation puts the LUMO energy (spin up / spin down) at -0.773 / -0.756 Eh. The HOMO energy (spin up / spin down) comes out at -0.978 / -0.977 hartree. Its net charge is +4. Its frontier orbital gap (spin up / spin down) is 5.553 / 6.014 eV.

=====

This record from OMol25 describes C5H8LiO3Pb as an isolated structure. The level of theory is ωB97M-V with the def2-TZVPD basis set.

```
18
Properties=species:S:1:pos:R:3
C 2.0839 1.8069 -0.9620
C 2.1863 1.5713 -2.3080
H 1.4546 2.6737 -0.7116
H 3.3324 1.7048 -1.1429
H 0.9840 1.1220 -2.4805
Li 2.1083 -1.1850 0.1310
O -0.9958 -0.0035 0.4227
Pb -2.7462 1.9698 -1.3964
O -0.6281 1.2786 -1.2863
C -0.1608 0.7179 -0.2612
O 1.1149 0.5194 -0.1251
C -0.5952 -1.2676 1.0057
C -1.8034 -1.8654 1.6757
H -0.2369 -1.9248 0.1987
H 0.2125 -1.0723 1.7269
H -2.5671 -2.1192 0.9306
H -1.4885 -2.7731 2.2057
H -2.2550 -1.1534 2.3770
```

The value obtained for the calculated total energy is -620.519746 Eh. Its multiplicity is 2. The calculation puts the LUMO energy (spin up / spin down) at -0.385 / -0.387 Eh. The HOMO energy (spin up / spin down) comes out at -0.483 / -0.515 hartree. Its net charge is +2. Its frontier orbital gap (spin up / spin down) is 2.665 / 3.481 eV.

=====

The lowest calculated total energy belongs to which entry?
number 7